Here is a 11-piece molecular cluster, C32H93N7O11 overall from the OMol25 dataset. Energies are from ωB97M-V with the def2-TZVPD basis set.

Geometry (Å):
H: 2.965 -3.074 5.217
H: -4.642 6.070 -6.735
H: -2.748 3.418 0.686
C: -0.719 3.787 -4.626
H: 1.530 1.784 3.548
C: -2.849 3.428 -6.117
C: -2.797 -4.207 -4.923
H: -1.948 -2.685 -6.087
H: -4.221 -0.454 2.513
H: -5.125 4.393 -6.637
H: -0.924 -1.610 7.291
C: -0.518 1.186 -0.349
H: 2.181 0.122 -3.499
H: -3.305 -2.065 9.831
C: 3.809 1.294 -5.099
H: 3.455 0.286 -5.341
H: 3.123 1.055 -2.630
C: -2.323 -1.465 5.580
H: -1.812 0.340 -1.877
H: 2.356 0.640 2.480
H: -1.664 -0.533 -0.371
O: 0.541 1.573 1.785
C: 1.989 4.725 1.174
C: -4.088 -2.574 1.730
H: 0.763 2.700 -0.831
H: -3.483 0.134 5.386
C: -1.091 0.014 -1.123
H: 0.213 -0.299 1.074
H: -1.718 -4.482 -0.126
O: 4.906 1.452 -1.384
H: 2.926 -3.085 9.439
H: 2.839 -3.550 7.689
H: -0.980 -2.949 -0.786
H: 1.852 5.750 1.526
H: 1.227 -3.395 0.117
O: 4.288 -2.188 8.186
C: -0.743 -5.095 -5.659
N: -3.897 -2.051 -5.622
N: 2.267 1.094 -3.191
H: -1.463 0.207 4.454
H: 5.304 3.181 -7.375
C: 2.615 1.928 -4.360
H: 5.387 2.221 -1.698
H: -1.375 1.694 0.098
C: 2.109 -2.756 0.097
C: 5.086 2.837 -6.362
H: -4.502 -3.031 0.830
C: -2.604 -1.457 9.267
H: 3.852 3.365 -3.303
H: -0.678 4.877 -4.601
H: 2.487 -2.652 -0.923
O: -1.591 -4.823 -4.571
C: -2.706 -3.175 2.009
H: -4.716 -2.190 3.596
C: -1.898 -1.178 7.024
C: -1.997 -1.984 -3.996
H: -2.375 -2.870 3.003
C: -4.010 -1.036 1.620
H: -4.247 -1.034 6.101
H: -3.613 -1.083 -5.759
H: 0.820 0.221 3.251
H: -2.683 -0.421 9.624
C: 2.894 3.327 -3.830
H: 2.224 3.776 -3.092
O: -1.725 -2.777 1.057
H: -0.341 3.529 -3.633
H: -0.410 -0.632 -1.682
C: -4.336 5.062 -7.010
H: 2.871 4.037 -4.662
N: -2.184 1.808 -4.502
H: 3.498 4.937 2.344
N: 0.027 2.179 -1.309
H: 4.782 3.721 -5.793
H: -1.720 1.612 -3.621
C: -2.127 3.240 -4.794
H: 4.711 1.297 -4.474
H: -3.169 -0.639 1.047
H: 1.865 -1.738 0.405
C: -2.614 -2.699 -5.222
H: 4.248 0.668 0.401
O: -3.150 4.798 -6.303
H: -1.564 -1.174 3.506
H: 5.041 -2.098 3.964
H: 2.346 4.767 0.140
H: -2.677 -4.274 1.997
C: 5.002 -2.362 6.973
H: 6.032 2.429 -5.982
H: -0.998 -2.398 -3.845
H: 0.019 3.426 -5.346
H: 6.193 -1.706 5.022
O: 3.011 4.172 2.035
H: -4.815 -0.733 0.936
H: -1.790 -0.080 7.074
H: 5.153 -3.420 6.744
C: 0.505 0.674 0.669
H: 2.632 -1.521 4.552
C: 3.483 -3.309 8.536
H: -2.568 -2.265 -3.107
H: -4.308 4.940 -8.096
N: -3.646 -0.870 5.290
H: -2.922 3.111 -1.063
H: -1.572 -1.734 9.519
C: 4.665 1.597 0.024
H: 1.778 1.864 -5.058
C: -1.378 -0.885 4.540
N: 5.255 -1.466 4.724
C: 4.344 -1.485 5.879
C: 1.376 1.036 2.769
H: 0.534 1.590 -1.975
C: -2.879 3.891 -0.293
N: -5.036 -2.797 2.845
H: 0.103 -5.649 -5.265
H: -3.545 -4.317 -4.130
C: -1.784 -3.387 -0.196
O: -1.773 4.717 -0.611
O: 3.066 -3.302 1.014
H: -0.343 -4.159 -6.084
H: 4.162 -0.485 6.271
H: -2.283 -2.543 5.391
H: -2.012 -0.911 -4.169
H: -3.768 2.823 -6.141
H: -3.148 1.512 -4.415
H: 3.845 -3.514 0.494
H: -4.418 -2.073 -4.745
H: -3.816 4.442 -0.295
H: -0.321 -1.028 4.782
H: -4.953 -3.760 3.166
H: 6.006 -1.938 7.094
H: -2.687 -3.249 -0.812
O: -2.887 -1.606 7.909
H: -1.190 -5.521 -6.565
H: 4.125 -4.177 8.720
H: -3.300 -4.661 -5.786
H: -2.320 3.005 -6.981
O: 4.090 1.847 -6.370
H: 1.516 0.651 0.252
C: 2.974 -2.010 5.470
H: -0.993 4.173 -0.771
H: 4.007 2.453 0.199
H: 2.215 -1.815 6.227
H: 1.077 4.146 1.295
H: -2.671 3.755 -3.988
H: 5.632 1.834 0.475

Cartesian forces, eV/Å:
0.20 -0.07 0.22
0.09 0.10 -0.29
-0.13 0.01 0.03
0.60 0.08 0.05
0.08 0.13 -0.21
-0.17 0.19 -0.46
-1.12 1.11 -0.50
0.08 0.49 0.03
0.48 -0.40 0.38
-0.06 0.02 -0.10
-0.02 -0.15 -0.17
0.31 0.25 -0.93
-0.26 0.15 -0.05
0.02 -0.08 -0.03
-0.66 0.10 -0.47
0.46 -0.16 0.31
-0.20 0.18 0.32
0.08 0.02 -0.55
-0.04 0.24 0.12
-0.09 0.25 -0.56
0.16 -0.57 -0.37
0.55 0.12 -0.89
0.78 0.39 0.74
0.07 0.67 1.15
-0.04 0.04 -0.10
-0.09 0.00 -0.45
-0.97 0.04 0.11
0.02 -0.26 -0.27
0.46 0.07 0.10
-0.34 -0.45 -0.21
-0.11 0.16 -0.05
-0.36 -0.12 0.24
0.16 -0.34 0.04
-0.58 0.00 -0.36
-0.10 0.20 -0.14
0.03 -0.26 0.52
0.68 1.32 -0.52
0.96 -0.75 0.64
0.68 -0.70 -0.23
-0.19 0.05 0.44
-0.35 -0.25 -0.10
-0.06 -0.22 0.78
0.02 0.06 0.09
0.22 -0.34 0.76
0.05 0.21 0.31
0.39 0.29 -0.02
0.00 0.21 -0.10
0.49 0.47 0.54
0.25 -0.08 -0.40
-0.33 0.03 -0.43
0.09 -0.34 0.01
-0.40 -0.61 0.00
0.19 -0.46 -0.54
-0.14 -0.14 0.27
0.49 0.86 -0.47
0.00 -1.10 -0.80
0.11 0.14 -0.19
-0.89 0.28 -2.15
-0.03 -0.39 -0.26
-0.47 0.09 -0.10
0.26 -0.24 0.03
-0.25 0.10 -0.26
0.05 0.77 -0.43
-0.60 -0.70 -0.13
-0.02 0.75 0.45
-0.16 -0.34 0.00
0.40 0.04 0.43
-0.63 -0.26 0.72
0.41 0.03 0.07
0.51 -0.55 -0.18
0.27 -0.16 0.17
0.35 -0.66 0.38
0.16 -0.10 0.13
0.01 0.07 -0.03
-0.29 0.02 0.94
-0.06 -0.23 0.08
0.44 -0.29 0.61
-0.22 -0.15 0.16
-0.04 -0.30 0.29
0.03 0.04 0.01
0.26 -0.08 -0.21
-0.06 -0.52 0.24
-0.48 -0.08 0.19
-0.22 -0.18 -0.04
-0.57 -0.06 0.16
-0.31 1.42 0.29
-0.09 0.11 0.23
0.16 0.43 0.10
-0.21 -0.07 -0.18
0.08 0.19 -0.06
-0.32 -0.09 -0.40
-0.24 -0.11 0.24
0.10 0.00 0.22
-0.40 -0.01 -0.41
-0.86 0.99 0.75
0.08 0.22 0.08
0.71 0.04 -0.64
-0.16 0.27 0.03
0.44 0.06 -0.03
0.05 -0.11 0.89
-0.38 -0.15 0.19
-0.05 -0.38 -0.14
0.68 0.90 -0.59
-0.06 0.46 0.08
0.85 1.27 0.03
0.24 0.44 0.09
0.02 -1.82 -0.69
-0.50 -0.18 1.53
0.25 0.66 -0.29
0.75 -0.72 -0.42
0.52 -0.48 -0.38
-0.12 -0.33 -0.20
0.42 -0.11 0.42
-0.25 -0.55 -0.64
-0.21 0.81 0.29
0.16 0.14 -0.52
0.19 0.04 0.35
0.49 0.13 0.13
-0.67 -0.10 0.29
0.30 0.08 0.21
-0.21 0.20 0.50
-0.01 0.02 0.09
0.08 -0.09 0.22
-0.40 0.32 -0.30
0.19 0.33 -0.08
-0.08 -0.41 -0.04
-0.17 0.11 0.06
0.02 -0.07 0.36
-0.24 0.52 0.51
-0.57 -0.52 -0.25
-0.43 -0.72 0.56
-0.04 -0.09 0.12
0.41 -0.19 -0.19
0.57 0.25 0.15
-0.05 0.23 -0.19
-0.02 -0.31 -0.34
-0.32 0.00 -0.57
-0.25 -0.35 -0.16
-0.20 -0.27 0.24
0.09 -0.06 0.12
0.04 -0.02 -0.14
-0.40 0.29 -0.48
-0.23 -0.30 0.49

Properties
E_LUMO: 0.4 eV
Kohn-Sham gap: 9.30 eV
Electronic energy: -67638.6739 eV
SMILES string: COC[C@H](C)N.COC[C@H](C)N.COC[C@H](C)N.COC[C@H](C)N.COC[C@H](C)N.COC[C@H](C)N.COC[C@H](C)N.CO.CO.CO.CO

Here are the Mulliken charges for atoms 1 to 8, given in e: atom 1 (H): 0.386, atom 2 (H): 0.269, atom 3 (H): 0.191, atom 4 (C): -1.188, atom 5 (H): 0.533, atom 6 (C): -0.739, atom 7 (C): -0.940, atom 8 (H): 0.276